Record 1
C40H29CsF5NO4P2S as an isolated structure, computed with the ωB97M-V functional and the def2-TZVPD basis.

Last column: Mulliken charge in e.
Cartesian coordinates (Å):
Cs: -0.46571 -0.95954 2.77765  1.359
O: -4.94853 -1.73015 0.79919  -0.765
C: -3.84232 -1.66213 1.35965  -0.017
O: -2.71474 -1.43111 0.84794  -0.512
C: -3.82269 -1.93309 2.87193  0.412
C: -4.34930 -3.11989 3.37163  -0.839
C: -4.23873 -3.37557 4.72906  -0.388
C: -3.62637 -2.44035 5.54836  -0.545
C: -3.12222 -1.27712 4.97574  0.240
N: -3.22882 -1.03590 3.66458  0.237
C: -2.33994 -0.27126 5.84402  0.155
O: -2.80030 -0.06441 6.97825  -0.773
O: -1.29710 0.18338 5.31002  -0.706
H: -4.82920 -3.80991 2.69063  0.475
H: -4.62331 -4.30069 5.14544  0.377
H: -3.52707 -2.57789 6.61629  0.469
C: 1.39436 0.44382 -1.21787  -0.632
C: 0.50379 1.67312 -1.40359  -0.529
P: 0.03077 2.46639 0.21401  0.083
C: 0.09742 4.24354 -0.26402  0.515
C: 1.31042 4.77490 -0.70939  -0.552
C: 1.43927 6.12277 -1.00368  -0.631
C: 0.35647 6.97785 -0.84302  -0.386
C: -0.84765 6.46817 -0.38170  -0.648
C: -0.97622 5.11539 -0.09319  -0.370
C: -1.77133 2.19121 0.31109  0.316
C: -2.62548 2.27872 -0.79017  -0.019
C: -3.97732 2.02155 -0.64891  -0.820
C: -4.49920 1.66952 0.59107  -0.286
C: -3.66667 1.59592 1.69320  -0.895
C: -2.31015 1.85801 1.54897  -0.963
C: 0.68797 -0.75278 -0.56512  2.315
P: 0.08782 -2.12942 -1.64340  -0.394
C: 1.59129 -2.55249 -2.60177  0.505
C: 1.49133 -3.17955 -3.84618  -0.585
C: 2.62147 -3.62378 -4.51599  -0.533
C: 3.87769 -3.46667 -3.94436  -0.492
C: 3.98733 -2.87540 -2.69442  -0.643
C: 2.85645 -2.42586 -2.02610  0.135
C: -0.91992 -1.15102 -2.83254  0.146
C: -0.45607 -0.54865 -4.00221  0.078
C: -1.30323 0.22773 -4.78105  -0.694
C: -2.62487 0.41850 -4.39665  -0.514
C: -3.08929 -0.16174 -3.22504  -0.532
C: -2.24636 -0.94227 -2.44498  -0.208
H: 2.25918 0.71877 -0.60732  0.180
H: 1.79613 0.15337 -2.19327  0.599
H: -0.39638 1.40899 -1.96155  -0.419
H: 1.03335 2.42338 -1.99471  0.728
H: 2.17205 4.12499 -0.81823  0.395
H: 2.39027 6.50780 -1.35183  0.368
H: 0.45442 8.03259 -1.06916  0.352
H: -1.69852 7.12491 -0.24515  0.367
H: -1.92432 4.73141 0.26192  0.334
H: -2.23043 2.53167 -1.76782  0.458
H: -4.62454 2.06539 -1.51684  0.452
H: -5.54502 1.40919 0.68759  0.309
H: -4.04284 1.27800 2.65563  0.309
H: -1.66481 1.77204 2.41614  1.182
H: -0.23732 -0.44187 -0.06669  -1.556
H: 1.32603 -1.22545 0.18840  -0.538
H: 0.51561 -3.32120 -4.29681  0.432
H: 2.51978 -4.09976 -5.48449  0.371
H: 4.76200 -3.81522 -4.46444  0.357
H: 4.95724 -2.76588 -2.22444  0.453
H: 2.96328 -2.00087 -1.03433  -0.184
H: 0.57693 -0.67423 -4.30264  0.366
H: -0.92667 0.69296 -5.68506  0.359
H: -3.28540 1.02577 -5.00502  0.361
H: -4.11002 -0.00814 -2.89703  0.553
H: -2.61173 -1.34846 -1.50414  0.281
F: 8.31631 -1.14205 2.72996  -0.339
C: 7.04107 -1.52306 2.51208  0.736
C: 6.24170 -0.83979 1.61559  -0.408
F: 6.74740 0.21882 0.95468  -0.328
C: 4.93909 -1.24451 1.39775  -0.029
F: 4.23137 -0.53201 0.50123  -0.155
C: 4.34586 -2.33921 2.04303  0.349
S: 2.72742 -2.85808 1.72995  -0.395
C: 5.19932 -2.99848 2.94180  0.311
F: 4.76098 -4.06905 3.62122  -0.341
C: 6.50469 -2.61117 3.17470  0.107
F: 7.27276 -3.29341 4.04599  -0.323

Values from the calculation:
- F_max: 0.5 eV/Å
- ΔE to the lowest compared entry with this formula, charge and spin: 15.3 kcal/mol
- Charge: -2
- HOMO level: -0.099 Eh
- E_LUMO: 3.79 eV
- Spin multiplicity: 1



Record 2
C40H30BeN7S2 as an isolated structure, computed with the ωB97M-V functional and the def2-TZVPD basis.

Last column: Mulliken charge in e.
Cartesian coordinates (Å):
Be: -0.15920 -1.19598 -0.09203  -0.958
C: 2.93824 0.76831 5.09929  -1.523
C: 1.86204 0.43096 4.10341  0.431
C: 0.90190 1.37036 3.72833  -0.965
C: -0.06499 1.08440 2.78273  -0.222
C: -0.13608 -0.17592 2.18032  -0.361
N: -0.99332 -0.53383 1.14773  0.428
C: -2.33833 -0.28445 1.13885  1.913
C: -3.03381 0.20974 2.26113  -1.184
C: -4.38333 0.47029 2.23622  -1.169
C: -5.14385 0.21863 1.09449  0.125
C: -6.62730 0.47614 1.07069  -1.612
C: -4.49830 -0.34465 0.01218  -0.954
C: -3.12610 -0.60642 0.00643  1.047
N: -2.56376 -1.17852 -1.17716  0.471
C: -3.19506 -1.41175 -2.34620  0.122
C: -2.29166 -1.97031 -3.22661  -1.394
C: -1.10443 -2.04494 -2.51076  -0.055
N: -1.28110 -1.56456 -1.28109  0.100
C: 0.81931 -1.12594 2.58246  0.136
C: 1.80873 -0.81910 3.50734  -0.470
N: 0.73280 -2.44323 2.05190  0.700
C: 1.01765 -3.60308 2.67755  -0.023
C: 0.76600 -4.62783 1.78909  -1.463
C: 0.31833 -3.99558 0.62767  -0.203
N: 0.30443 -2.67653 0.79745  -0.118
H: 2.67332 1.65751 5.66828  0.385
H: 3.09350 -0.05329 5.79894  0.376
H: 3.88799 0.96016 4.59613  0.292
H: 0.92247 2.35624 4.17751  0.387
H: -0.76786 1.84669 2.47446  0.636
H: -2.47825 0.36560 3.17353  0.551
H: -4.86760 0.86335 3.12220  0.408
H: -6.89916 1.22417 1.81356  0.399
H: -6.95962 0.82290 0.09211  0.378
H: -7.17671 -0.43882 1.30368  0.302
H: -5.10266 -0.59280 -0.85031  0.281
H: -4.22883 -1.17637 -2.51146  0.391
H: -2.48034 -2.27181 -4.24122  0.468
H: -0.13352 -2.40327 -2.81391  0.553
H: 2.55396 -1.56520 3.76265  0.492
H: 1.34084 -3.63055 3.70336  0.512
H: 0.88386 -5.68261 1.96289  0.466
H: 0.00888 -4.42438 -0.31166  0.551
S: -1.73110 5.51473 -4.23345  -0.178
C: -3.39462 5.88396 -4.34214  -0.358
C: -4.15790 5.02040 -3.61954  -0.595
C: -3.38314 4.03602 -2.96265  -0.395
C: -2.03719 4.16399 -3.19046  0.263
C: -0.96337 3.30480 -2.71019  0.720
C: -1.23395 2.29221 -1.76601  -0.852
N: -0.36407 1.39068 -1.38061  0.167
C: 0.89739 1.45437 -1.82375  0.028
C: 1.31107 2.50777 -2.67278  0.650
C: 2.68456 2.64759 -3.02572  -1.119
C: 3.59761 1.78295 -2.55452  -1.145
C: 3.21673 0.67479 -1.73481  0.659
C: 4.19753 -0.20515 -1.27528  -0.960
C: 3.84439 -1.31023 -0.53687  0.221
C: 2.47857 -1.49737 -0.31164  0.082
N: 1.50584 -0.66838 -0.66682  0.219
C: 1.85684 0.45991 -1.38269  -0.347
C: 4.81085 -2.26269 0.00014  0.411
C: 4.58304 -3.36159 0.78829  -0.069
C: 5.76671 -4.04721 1.14712  -0.727
C: 6.88207 -3.46376 0.63369  -0.341
S: 6.50905 -2.07815 -0.29070  -0.193
C: 0.34270 3.40602 -3.13768  -0.706
H: -3.71905 6.72438 -4.93471  0.443
H: -5.23396 5.08810 -3.55791  0.386
H: -3.81302 3.25721 -2.34701  0.462
H: -2.21189 2.24226 -1.30322  0.485
H: 2.97386 3.47747 -3.65842  0.461
H: 4.64771 1.89505 -2.79237  0.432
H: 5.23690 -0.01548 -1.51501  0.472
H: 2.17656 -2.40055 0.19050  0.108
H: 3.59974 -3.67853 1.10849  0.375
H: 5.78529 -4.93617 1.76004  0.408
H: 7.90898 -3.77223 0.74612  0.466
H: 0.63020 4.18909 -3.82959  0.442

Values from the calculation:
- F_max: 0.7 eV/Å
- Charge: +1
- HOMO level: -0.343 Eh
- E_LUMO: -3.09 eV
- Spin multiplicity: 1



Q: What is the formula in the second record?
A: C40H30BeN7S2



Q: Which of these has the highest HOMO level?
A: C40H29CsF5NO4P2S



Q: Which of these has the lowest F_max?
A: C40H29CsF5NO4P2S



Q: Which of these has the highest charge?
A: C40H30BeN7S2